{"formula": "C3H3N3O2", "method": "wB97M-V/def2-TZVPD", "elements": ["C", "C", "C", "H", "H", "H", "N", "N", "N", "O", "O"], "coordinates": [[-0.169, -0.453, 0.184], [1.163, -0.607, 0.601], [0.347, 1.355, -1.279], [-2.170, -0.903, -0.146], [-1.730, -1.562, 1.477], [0.957, -1.381, 1.589], [-1.206, -1.251, 0.244], [1.814, 0.668, 0.598], [1.336, 1.800, -0.132], [0.304, 1.807, -2.438], [-0.645, 0.529, -0.698]], "forces_ev_per_a": [[0.55, 1.90, -2.77], [-3.60, 1.17, 1.75], [0.91, 2.52, -0.71], [3.08, -0.44, 0.42], [2.79, 0.96, -4.57], [2.23, 2.20, -2.64], [-7.19, -3.39, 5.77], [-2.33, 3.09, -1.26], [0.92, -6.38, -0.42], [-0.01, -2.22, 5.09], [2.65, 0.58, -0.66]], "gap_ev": 8.35, "lumo_ev": -1.1}

{"formula": "C2H3F3N2O2S", "method": "wB97M-V/def2-TZVPD", "elements": ["C", "C", "N", "N", "O", "O", "F", "F", "F", "S", "H", "H", "H"], "coordinates": [[0.061, -1.036, -0.866], [-0.691, -1.063, -2.245], [0.930, 1.177, 0.494], [-0.377, -0.741, 0.296], [1.825, -0.847, 1.692], [-0.200, 0.286, 2.718], [-1.732, -1.898, -2.151], [-1.364, 0.114, -2.499], [0.061, -1.381, -3.222], [0.804, 0.152, 1.657], [1.108, -1.340, -0.805], [0.658, 2.046, 0.813], [-1.429, -0.724, 0.593]], "forces_ev_per_a": [[-0.21, -0.19, 0.79], [-2.88, 1.39, 2.84], [1.55, -1.92, 1.74], [-3.29, -1.90, -0.55], [-0.20, 0.24, 0.55], [1.96, -0.01, -1.44], [0.07, -1.32, 0.05], [1.61, -0.11, 0.18], [1.31, -0.33, -1.37], [-1.36, 0.47, -1.34], [0.14, 0.50, -0.81], [-0.93, 2.58, 0.73], [2.24, 0.59, -1.38]], "gap_ev": [9.18, 9.18], "lumo_ev": [-0.9, -0.9]}

{"formula": "C21H32N2O3", "method": "wB97M-V/def2-TZVPD", "elements": ["C", "H", "O", "C", "C", "C", "C", "C", "C", "H", "H", "H", "C", "N", "C", "O", "C", "C", "C", "C", "C", "C", "N", "C", "H", "H", "C", "C", "H", "H", "C", "O", "C", "C", "H", "H", "H", "H", "H", "H", "H", "H", "H", "H", "H", "H", "H", "H", "H", "H", "H", "H", "H", "H", "H", "H", "H", "H"], "coordinates": [[-7.712, -0.748, 2.559], [-8.101, 0.210, 2.321], [-6.308, -0.669, 1.901], [-6.269, -0.613, 0.558], [-4.991, -0.813, -0.047], [-4.799, -0.546, -1.188], [-5.883, -0.355, -1.955], [-7.112, -0.161, -1.774], [-7.421, -0.328, -0.400], [-8.352, -0.354, 0.023], [-7.965, 0.193, -2.320], [-5.697, 0.007, -3.276], [-3.302, -0.707, -1.850], [-2.367, 0.179, -0.789], [-1.396, -0.613, -0.359], [-1.231, -1.796, -0.344], [-0.508, 0.079, 0.766], [0.395, 1.054, -0.008], [1.528, 1.965, 0.744], [1.994, 3.123, 0.216], [2.882, 2.635, -1.139], [3.857, 1.746, -0.386], [3.298, 0.628, 0.109], [2.505, 0.979, 1.402], [3.210, 1.628, 1.714], [2.246, 0.066, 1.712], [4.098, -0.882, 0.213], [4.382, -1.219, -1.164], [3.320, -1.605, -1.528], [4.999, -0.788, -1.697], [5.092, -2.589, -0.940], [6.268, -2.530, -0.336], [6.139, -1.865, 1.070], [5.415, -0.663, 0.915], [6.052, 0.064, 0.368], [5.335, 0.087, 1.971], [7.131, -1.812, 1.318], [5.492, -2.543, 1.952], [5.325, -3.136, -1.818], [4.320, -3.252, -0.217], [3.546, -1.457, 0.970], [4.491, 2.237, 0.426], [4.493, 1.270, -1.346], [3.377, 3.367, -1.458], [2.230, 2.221, -1.898], [2.769, 3.584, 0.808], [1.311, 3.618, -0.230], [1.033, 2.054, 1.747], [-0.108, 1.918, -0.790], [0.867, 0.533, -0.717], [-1.158, 0.919, 1.288], [0.035, -0.398, 1.305], [-2.381, 1.106, -0.655], [-2.938, -1.653, -1.731], [-3.134, -0.120, -2.608], [-4.178, -0.732, 1.018], [-7.658, -0.985, 3.472], [-8.467, -1.536, 2.104]], "forces_ev_per_a": [[-0.03, 0.13, -9.38], [-0.67, 0.89, 0.37], [-2.62, -1.08, 1.32], [-3.04, 0.21, -3.50], [-0.80, -0.85, 19.38], [6.26, 0.60, -13.38], [4.95, 2.39, -11.49], [-6.36, 0.22, 5.44], [4.63, -1.21, 3.12], [-2.39, 0.37, 0.70], [0.39, -0.18, -1.18], [0.32, -1.39, 3.75], [-2.78, 3.68, 7.81], [-1.65, -7.46, -3.62], [2.13, 2.23, 6.21], [-0.68, -2.52, -2.24], [-7.73, 11.07, -7.70], [-0.17, 5.68, -0.67], [-6.34, -8.21, 6.32], [7.26, -0.65, -3.35], [-4.06, -4.06, 6.32], [3.98, -1.37, -5.03], [-2.05, -6.52, 2.89], [2.09, 2.09, -8.42], [2.31, 1.50, 3.73], [-1.54, -2.74, 2.38], [0.11, 7.12, 1.96], [-8.37, -9.77, 4.47], [2.26, 1.43, -0.51], [5.17, 5.52, -5.18], [-4.04, -2.13, 0.99], [2.30, 1.60, 4.66], [-2.00, -5.10, 0.07], [0.02, 6.26, 2.08], [-0.42, -0.40, -0.36], [-0.14, -2.74, -2.46], [2.26, 0.29, 1.06], [1.93, 1.05, -2.85], [-0.54, -0.51, -1.25], [1.55, 1.15, -2.01], [-0.74, -0.36, -1.39], [-0.19, 0.47, -1.28], [-0.35, 1.55, 2.50], [3.78, 6.32, -2.90], [0.20, -0.61, 0.10], [-0.35, 0.85, 0.35], [-4.92, 4.52, -1.99], [-0.80, 1.53, -0.48], [0.30, -2.27, 2.37], [2.36, -2.26, -2.70], [0.82, -2.36, -0.04], [5.80, -6.62, 6.54], [-0.10, 3.84, 0.30], [0.97, -2.37, -0.25], [0.25, 2.11, -5.09], [-1.76, -0.88, -3.83], [1.25, -1.31, 7.08], [1.97, 1.30, 0.26]], "gap_ev": 8.36, "lumo_ev": 0.7}

{"formula": "C18H45BGaN4O5", "method": "wB97M-V/def2-TZVPD", "elements": ["C", "C", "C", "C", "C", "Ga", "B", "C", "O", "H", "H", "H", "H", "H", "H", "H", "H", "H", "H", "H", "H", "H", "H", "H", "H", "H", "C", "C", "O", "N", "C", "H", "H", "H", "H", "H", "H", "H", "C", "C", "O", "N", "C", "H", "H", "H", "H", "H", "H", "H", "C", "C", "O", "N", "C", "H", "H", "H", "H", "H", "H", "H", "C", "C", "O", "N", "C", "H", "H", "H", "H", "H", "H", "H"], "coordinates": [[4.851, -2.774, -0.430], [4.122, -3.572, -1.703], [3.265, -4.797, -1.030], [1.636, -4.656, -1.147], [0.940, -5.694, -0.078], [0.889, -2.760, -0.802], [-1.216, -2.853, -0.947], [-2.082, -4.251, -0.740], [-1.959, -1.589, -1.224], [5.980, -3.066, -0.301], [4.226, -2.943, 0.568], [4.787, -1.623, -0.692], [3.505, -2.851, -2.392], [5.021, -4.050, -2.320], [3.590, -4.987, 0.101], [3.573, -5.799, -1.601], [1.331, -4.986, -2.227], [1.777, -6.148, 0.630], [0.226, -5.076, 0.641], [0.377, -6.506, -0.713], [1.424, -1.629, -1.801], [1.196, -2.313, 0.723], [-3.214, -4.103, -1.085], [-1.617, -5.176, -1.304], [-2.079, -4.548, 0.415], [-2.025, -1.509, -2.227], [2.848, 1.418, 1.512], [3.983, 0.434, 1.505], [3.796, -0.780, 1.538], [5.256, 0.923, 1.460], [5.682, 2.301, 1.417], [1.897, 0.879, 1.550], [2.915, 2.061, 2.394], [2.868, 2.020, 0.599], [5.965, 0.199, 1.458], [6.269, 2.446, 0.506], [6.316, 2.487, 2.287], [4.842, 2.997, 1.423], [-1.027, 1.770, 0.757], [-0.641, 3.104, 0.181], [0.414, 3.661, 0.474], [-1.504, 3.699, -0.692], [-2.779, 3.212, -1.159], [-0.241, 1.423, 1.434], [-1.957, 1.862, 1.325], [-1.141, 1.035, -0.045], [-1.174, 4.594, -1.036], [-2.732, 3.127, -2.247], [-3.542, 3.947, -0.889], [-3.039, 2.244, -0.729], [-1.147, 1.301, 4.806], [0.243, 0.992, 4.326], [0.900, 1.794, 3.666], [0.776, -0.223, 4.644], [0.173, -1.291, 5.403], [-1.434, 2.304, 4.475], [-1.857, 0.583, 4.386], [-1.181, 1.276, 5.898], [1.715, -0.356, 4.286], [0.809, -1.493, 6.269], [0.138, -2.180, 4.768], [-0.835, -1.046, 5.741], [-6.643, 2.751, -3.820], [-5.811, 3.863, -3.246], [-5.618, 3.979, -2.038], [-5.258, 4.763, -4.110], [-5.365, 4.800, -5.549], [-7.014, 2.117, -3.009], [-7.502, 3.165, -4.355], [-6.037, 2.136, -4.489], [-4.712, 5.481, -3.648], [-4.356, 4.736, -5.965], [-5.810, 5.757, -5.831], [-5.973, 3.985, -5.943]], "forces_ev_per_a": [[-0.93, 0.92, -0.72], [1.43, -0.77, 1.24], [-0.19, -1.07, -0.89], [0.93, -1.18, 0.20], [0.46, 0.67, -0.05], [0.00, -0.17, 0.17], [-0.84, 0.15, -0.22], [-1.19, -0.41, 0.24], [0.17, -1.62, -1.60], [-2.18, 0.39, -0.20], [1.55, 0.47, -2.29], [0.32, -2.25, 0.82], [1.05, -1.51, 1.57], [-2.00, 1.03, 0.99], [-0.69, 0.71, -2.38], [-0.51, 1.83, 1.17], [0.61, 0.47, 1.81], [-1.78, 0.58, -1.57], [1.21, -1.57, -1.55], [0.90, 1.29, 1.75], [0.17, 0.12, -0.21], [0.06, -0.10, 0.05], [2.10, -0.49, 0.74], [-0.85, 1.89, 1.09], [-0.06, 0.61, -2.34], [0.21, -0.08, 1.99], [0.02, -0.06, -0.14], [-0.49, -1.05, -0.03], [0.26, 0.93, 0.40], [-0.11, -0.20, 0.04], [0.30, -0.35, -0.02], [0.44, 0.07, -0.02], [-0.12, 0.06, -0.25], [-0.06, 0.12, 0.15], [-0.19, 0.18, -0.04], [0.01, 0.35, 0.05], [0.02, 0.35, -0.06], [0.07, -0.24, 0.00], [0.16, -0.19, 0.08], [0.68, 0.45, 0.13], [-0.40, -0.13, -0.18], [0.51, -0.16, 0.35], [-0.02, 0.52, -0.04], [-0.16, 0.26, -0.21], [-0.05, -0.13, -0.14], [-0.18, -0.08, 0.13], [-0.09, -0.27, 0.11], [-0.31, -0.17, -0.02], [-0.16, -0.34, -0.18], [0.16, 0.17, -0.06], [-0.27, 0.20, -0.03], [0.93, 0.09, -0.46], [-0.58, -0.24, 0.66], [-0.24, 0.79, -0.07], [0.40, -0.19, -0.21], [0.22, -0.23, 0.00], [-0.01, 0.01, 0.20], [-0.14, -0.12, -0.07], [-0.22, -0.08, -0.07], [-0.23, -0.19, 0.11], [-0.17, -0.10, 0.22], [0.19, 0.05, -0.11], [-0.15, -0.24, 0.08], [0.35, 0.38, 0.92], [-0.31, -0.07, -0.73], [-0.22, -0.35, 0.46], [0.29, 0.36, 0.10], [0.19, 0.25, -0.12], [0.11, -0.13, -0.12], [-0.17, 0.05, -0.08], [-0.13, -0.19, -0.13], [-0.17, -0.04, -0.29], [-0.02, -0.13, -0.31], [0.11, 0.13, 0.18]], "gap_ev": 5.54, "charge": -1, "lumo_ev": 2.0}